DFT (the ωB97M-V functional and the def2-TZVPD basis) results for a gas-phase ion, C6H10N4O3S2 (charge -2) at a distorted geometry.

Atoms and positions in Å:
C -1.849 0.533 -1.349
C -1.482 0.445 0.126
C -2.675 -0.089 0.966
C -0.333 -0.589 0.252
C 1.051 -0.426 -0.286
N 1.821 0.623 0.232
N 2.373 0.528 1.476
N 2.667 1.719 1.814
N 2.341 2.622 0.935
C 1.780 1.975 -0.094
S 1.120 2.665 -1.455
S 2.023 -2.066 -0.240
O 3.455 -1.844 -0.349
O 1.715 -2.729 1.033
O 1.516 -2.816 -1.360
H -1.200 1.269 -1.770
H -2.907 0.817 -1.517
H -1.712 -0.369 -2.021
H -1.207 1.441 0.399
H -3.238 -0.819 0.304
H -2.269 -0.708 1.759
H -3.301 0.579 1.538
H -0.131 -0.882 1.310
H -0.706 -1.614 -0.202
H 1.150 -0.266 -1.501

Summary:
- SMILES = CC(C)C[C@@H](n1nnnc1[S-])S(=O)(=O)[O-]
- total energy (hartree) = -1475.74426
- frontier orbital gap (eV) = 6.33
- total charge = -2
- F_max (eV/Å) = 5.3